The ion C14H8F15N2 with charge +1, computed with ωB97M-V with the def2-TZVPD basis set.

Geometry as XYZ:
```
39
Properties=species:S:1:pos:R:3:mulliken_charge:R:1
F 2.8239 0.9373 1.4974 -0.287
N -3.1927 -0.9916 0.6006 -0.031
C 1.4420 4.4506 0.9770 0.668
C 2.1831 0.0588 -1.1559 0.396
C 1.4973 -1.2201 -0.5008 0.909
H -1.8626 -3.9938 -0.0746 0.438
F 3.5688 -0.0658 -1.0212 -0.274
H -1.1021 -2.1977 -2.7870 0.333
F 1.9702 0.0461 -2.5535 -0.315
F 2.0664 2.4125 -1.5692 -0.303
F 0.7508 1.7484 1.5668 -0.309
C -2.1795 -1.7614 0.0578 0.233
C 1.6380 1.4580 -0.6487 0.686
F 0.7664 4.5186 2.2000 -0.235
C -2.4892 0.0747 -1.1980 0.273
C -1.6843 -3.1287 0.6297 0.280
H 0.4568 -3.1250 -1.0058 0.374
N -1.6966 -1.1042 -1.0738 0.286
C -3.4579 0.2068 -0.1208 0.069
C -0.6440 -1.4415 -2.0678 -0.793
H -3.7825 -1.1633 1.4215 0.267
F 1.9942 5.6959 0.7921 -0.227
F -2.2934 0.9552 -2.2248 -0.265
H -0.5826 -3.0861 0.8642 0.092
F 0.7055 -0.9520 0.6257 -0.318
H -0.4380 -0.5252 -2.6982 0.472
H 1.3323 -2.3433 -2.3691 0.403
C 0.6560 -2.1164 -1.4820 -0.929
C 2.5274 3.2885 1.1143 0.374
F -4.3570 1.1868 0.1196 -0.220
H -3.2249 -3.4790 4.1686 0.406
C 1.9722 1.8231 0.8624 0.783
F 0.2298 1.4319 -0.7855 -0.264
F 0.4842 4.2170 0.0154 -0.203
F 3.7017 3.5657 0.4073 -0.261
C -2.3938 -3.3475 2.0134 -1.130
C -2.9447 -3.4964 3.0822 0.226
F 2.9241 3.3154 2.4634 -0.272
F 2.5527 -2.0399 -0.0394 -0.331
```

Properties
total charge: +1
HOMO: -0.50500 hartree
structure (SMILES): C#CCc1[nH]c(F)c(F)[n+]1CCC(F)(F)C(F)(F)C(F)(F)C(F)(F)C(F)(F)C(F)(F)F